Formula: C24H36O18
Source: the Open Molecules 2025 dataset
Level of theory: ωB97M-V/def2-TZVPD

charge = 0
SMILES = C[C@H]1COC(=O)O1.C[C@H]1COC(=O)O1.C[C@H]1COC(=O)O1.C[C@H]1COC(=O)O1.C[C@H]1COC(=O)O1.C[C@H]1COC(=O)O1
orbital gap = 10.6 eV
E_tot = -62324.4286 eV
highest occupied orbital energy = -10.52 eV
energy relative to the best compared isomer or geometry (same formula, charge and spin) = 472.7 kJ/mol

CARTESIAN COORDINATES (ANGSTROEM)
O1 -5.629 18.830 -13.036
O2 -5.473 16.945 -11.802
O3 -0.619 9.142 -9.710
O4 -1.471 7.073 -9.212
O5 -7.145 18.508 -11.570
O6 -10.605 16.828 -18.165
O7 -15.736 24.243 -16.856
O8 -7.329 23.098 -20.602
O9 -14.304 24.434 -15.201
O10 -14.123 16.860 -9.351
O11 -2.321 8.305 -10.783
O12 -7.987 22.914 -22.693
O13 -15.148 18.389 -7.944
O14 -5.981 21.933 -22.030
O15 -9.696 14.861 -17.903
O16 -14.929 16.072 -7.501
O17 -14.898 22.392 -16.138
O18 -11.780 15.006 -17.758
C1 -5.999 18.023 -12.068
C2 -1.127 10.265 -10.401
C3 -10.683 15.677 -17.964
C4 -10.202 23.655 -22.646
C5 -10.071 13.637 -17.395
C6 -11.616 13.695 -17.314
C7 -7.033 22.567 -21.726
C8 -8.794 23.901 -22.182
C9 -6.531 19.879 -13.418
C10 -14.946 23.733 -15.998
C11 -1.471 8.099 -9.885
C12 -13.952 15.476 -9.376
C13 -15.869 21.940 -17.065
C14 -14.170 15.026 -8.001
C15 -0.011 10.803 -11.192
C16 -9.439 13.517 -15.969
C17 -7.938 20.689 -11.510
C18 -14.812 17.219 -8.276
C19 -8.560 23.830 -20.690
C20 -16.680 23.556 -18.990
C21 -7.652 19.572 -12.401
C22 -2.300 9.624 -11.238
C23 -16.494 23.210 -17.506
C24 -15.045 13.771 -7.934
H1 -8.577 20.384 -10.682
H2 -12.919 15.247 -9.638
H3 -8.537 21.498 -11.927
H4 -9.355 23.323 -20.142
H5 -8.380 24.838 -22.554
H6 -2.043 9.821 -12.278
H7 -10.181 23.544 -23.730
H8 -0.382 11.677 -11.727
H9 -9.955 14.118 -15.220
H10 -14.560 15.094 -10.196
H11 -3.249 10.043 -10.903
H12 -6.827 19.761 -14.460
H13 -12.073 12.921 -17.930
H14 -8.350 13.473 -15.937
H15 -9.617 12.496 -15.631
H16 -11.831 13.554 -16.255
H17 -7.041 21.126 -11.072
H18 -17.356 22.849 -19.472
H19 -9.857 12.767 -18.016
H20 -15.720 23.492 -19.502
H21 0.813 11.130 -10.559
H22 -15.470 13.391 -7.004
H23 -8.558 19.217 -12.892
H24 -14.546 12.980 -8.493
H25 -1.490 11.037 -9.723
H26 -6.192 20.897 -13.227
H27 -10.524 22.727 -22.174
H28 -13.202 15.015 -7.500
H29 -15.450 21.361 -17.887
H30 -17.438 23.327 -16.973
H31 0.442 10.049 -11.836
H32 -16.546 21.279 -16.525
H33 -8.565 24.840 -20.280
H34 -10.831 24.500 -22.366
H35 -17.200 24.505 -19.117
H36 -15.923 14.118 -8.479

---

Formula: C32H43BO23
Source: the Open Molecules 2025 dataset
Level of theory: ωB97M-V/def2-TZVPD

charge = 0
SMILES = C#CCC1=C(B(O)OC)C(=O)OC1=O.C[C@@H]1COC(=O)O1.C[C@@H]1COC(=O)O1.C[C@@H]1COC(=O)O1.C[C@@H]1COC(=O)O1.C[C@@H]1COC(=O)O1.C[C@@H]1COC(=O)O1
orbital gap = 7.2 eV
E_tot = -81643.5537 eV
highest occupied orbital energy = -9.05 eV

CARTESIAN COORDINATES (ANGSTROEM)
O1 1.026 0.214 -5.565
O2 -4.711 -2.659 -0.072
O3 4.877 -1.643 2.482
O4 2.676 -2.736 7.737
O5 5.182 -2.930 0.615
O6 0.644 5.686 -4.958
O7 1.911 1.917 -6.812
O8 3.249 0.248 -6.105
O9 -3.626 1.045 -0.511
O10 0.976 2.928 -0.839
O11 -6.699 -1.317 2.964
O12 4.915 -2.820 7.278
O13 -8.601 -0.756 1.822
O14 -4.686 -4.789 0.662
O15 2.250 1.860 -2.766
O16 -2.388 -1.045 0.267
O17 3.899 -4.621 8.172
O18 -7.028 0.813 2.198
O19 -0.783 3.198 0.929
O20 3.173 -1.915 1.031
O21 2.554 5.789 -6.149
O22 0.547 6.078 -7.210
O23 -4.352 -4.360 -1.560
C1 -4.679 -3.950 1.805
C2 -7.958 1.361 1.277
C3 -3.765 1.526 -1.898
C4 5.933 -3.729 7.665
C5 3.990 1.014 -7.042
C6 -4.562 -3.972 -0.425
C7 1.976 0.744 -6.113
C8 -9.165 0.498 1.484
C9 2.910 5.802 -4.778
C10 3.735 -3.337 7.732
C11 -0.032 -0.544 -2.797
C12 7.053 -3.746 6.644
C13 5.190 -5.027 7.756
C14 -8.206 2.827 1.572
C15 0.776 -1.767 -1.991
C16 5.434 1.147 -6.603
C17 0.050 0.806 -1.817
C18 4.476 -2.225 1.312
C19 1.491 5.731 -2.697
C20 1.190 5.868 -6.197
C21 -0.283 2.515 -0.136
C22 1.691 5.235 -4.115
C23 3.860 -0.725 2.849
C24 -5.547 -4.531 2.903
C25 1.252 1.919 -1.874
C26 1.507 -2.666 -1.157
C27 2.644 -1.310 2.197
C28 3.747 -0.624 4.357
C29 -5.196 -2.654 1.259
C30 3.248 2.316 -7.055
C31 -7.380 -0.494 2.379
C32 -0.959 1.124 -0.754
B1 -2.337 0.330 -0.306
H1 5.098 -5.549 6.797
H2 3.712 -1.617 4.818
H3 -9.803 0.827 2.312
H4 -6.289 -2.594 1.231
H5 2.857 -0.062 4.654
H6 -1.141 -0.909 -2.964
H7 -4.808 -1.790 1.806
H8 7.754 -4.565 6.833
H9 6.317 -3.418 8.643
H10 -5.695 -3.815 3.717
H11 3.799 5.188 -4.606
H12 4.111 0.253 2.422
H13 -7.314 3.416 1.330
H14 1.699 4.138 -4.135
H15 -5.082 -5.433 3.315
H16 2.374 5.544 -2.079
H17 4.628 -0.121 4.768
H18 6.660 -3.841 5.626
H19 5.944 0.181 -6.687
H20 3.129 6.834 -4.485
H21 1.265 6.803 -2.681
H22 2.152 -2.082 2.798
H23 -8.405 2.988 2.637
H24 -9.774 0.415 0.579
H25 -2.998 2.397 -2.174
H26 0.536 -0.363 -3.823
H27 7.607 -2.802 6.676
H28 -9.046 3.215 0.989
H29 5.503 1.444 -5.551
H30 3.328 2.828 -8.018
H31 1.908 -0.544 1.933
H32 -7.549 1.241 0.267
H33 0.633 5.227 -2.239
H34 2.137 -3.064 -0.225
H35 3.555 3.004 -6.260
H36 -4.860 1.978 -2.047
H37 5.972 1.877 -7.215
H38 -3.668 0.656 -2.684
H39 -3.643 -3.853 2.153
H40 -6.525 -4.836 2.514
H41 3.934 0.512 -8.015
H42 -2.733 -1.648 -0.468
H43 5.634 -5.708 8.488